# 1
Molecular formula: C40H114N6O22
Method: DFT, ωB97M-V/def2-TZVPD

Each atom is followed by the atoms it is bonded to, with distances in Å.
Element x y z (Å)
1 C 5.7305 7.1533 -5.9872  C2 1.523, H7 1.090, H8 1.090, H9 1.090
2 C 4.6468 8.2166 -5.8642  C1 1.523, C3 1.456, N6 1.487, H10 1.090
3 C 4.6603 9.0675 -7.0457  C2 1.456, O4 1.404, H11 1.090, H12 1.090
4 O 3.9238 10.2573 -6.9343  C3 1.404, C5 1.361
5 C 3.8625 11.0912 -5.8601  O4 1.361, H13 1.090, H14 1.090, H15 1.090
6 N 3.4449 7.3770 -5.6171  C2 1.487, H16 1.010, H17 1.010
7 H 6.0048 6.6502 -5.0599  C1 1.090
8 H 6.6961 7.5072 -6.3484  C1 1.090
9 H 5.4367 6.3473 -6.6597  C1 1.090
10 H 4.9410 8.7235 -4.9452  C2 1.090
11 H 4.2737 8.5881 -7.9450  C3 1.090
12 H 5.6891 9.3565 -7.2605  C3 1.090
13 H 4.7850 11.5102 -5.4584  C5 1.090
14 H 3.4126 10.3782 -5.1692  C5 1.090
15 H 3.1018 11.8717 -5.8412  C5 1.090
16 H 3.5214 6.9404 -4.7096  N6 1.010
17 H 2.7465 8.0800 -5.4220  N6 1.010
18 C 7.7589 9.9572 0.8949  C19 1.511, H24 1.090, H25 1.090, H26 1.090
19 C 6.5761 10.8160 1.2766  C18 1.511, C20 1.616, N23 1.430, H27 1.090
20 C 5.4293 9.8414 1.8662  C19 1.616, O21 1.363, H28 1.090, H29 1.090
21 O 4.3977 10.6012 2.3317  C20 1.363, C22 1.466
22 C 3.1753 10.6421 1.5240  O21 1.466, H30 1.090, H31 1.090, H32 1.090
23 N 6.9114 11.8702 2.1825  C19 1.430, H33 1.010, H34 1.010
24 H 8.4612 10.5285 0.2879  C18 1.090
25 H 7.4274 9.0454 0.3982  C18 1.090
26 H 8.3789 9.7792 1.7735  C18 1.090
27 H 6.1367 11.3558 0.4377  C19 1.090
28 H 5.8390 9.3174 2.7297  C20 1.090
29 H 5.0006 9.0874 1.2062  C20 1.090
30 H 2.6006 11.4983 1.8771  C22 1.090
31 H 2.6692 9.6776 1.5670  C22 1.090
32 H 3.5373 10.8331 0.5137  C22 1.090
33 H 7.3626 11.4798 2.9974  N23 1.010
34 H 5.9382 12.0629 2.3714  N23 1.010
35 C -0.6217 1.4181 -0.5358  C36 1.546, H41 1.090, H42 1.090, H43 1.090
36 C 0.2694 0.2379 -0.9873  C35 1.546, C37 1.642, N40 1.419, H44 1.090
37 C -0.5529 -1.1120 -1.4302  C36 1.642, O38 1.389, H45 1.090, H46 1.090
38 O -1.2090 -1.4439 -0.2522  C37 1.389, C39 1.382
39 C -2.2335 -2.3706 -0.2075  O38 1.382, H47 1.090, H48 1.090, H49 1.090
40 N 1.0160 0.6952 -2.1046  C36 1.419, H50 1.010, H51 1.010
41 H -1.5595 1.5109 -1.0836  C35 1.090
42 H -0.1396 2.3907 -0.6346  C35 1.090
43 H -0.8481 1.4329 0.5303  C35 1.090
44 H 0.9983 0.0188 -0.2070  C36 1.090
45 H 0.0906 -1.9850 -1.5391  C37 1.090
46 H -1.1235 -0.9137 -2.3375  C37 1.090
47 H -2.5184 -2.5367 0.8314  C39 1.090
48 H -1.9699 -3.2722 -0.7604  C39 1.090
49 H -3.0623 -1.9485 -0.7759  C39 1.090
50 H 1.7770 0.0452 -2.2399  N40 1.010
51 H 0.4850 0.4967 -2.9405  N40 1.010
52 C 2.5570 -8.8111 2.2389  C53 1.544, H58 1.090, H59 1.090, H60 1.090
53 C 3.0151 -7.5741 1.4372  C52 1.544, C54 1.497, N57 1.459, H61 1.090
54 C 4.4735 -7.2365 1.4074  C53 1.497, O55 1.385, H62 1.090, H63 1.090
55 O 4.8842 -6.9517 2.6992  C54 1.385, C56 1.463
56 C 6.3391 -6.9711 2.8491  O55 1.463, H64 1.090, H65 1.090, H66 1.090
57 N 2.4421 -7.6338 0.0973  C53 1.459, H67 1.010, H68 1.010
58 H 2.7989 -8.7310 3.2987  C52 1.090
59 H 3.0321 -9.7500 1.9546  C52 1.090
60 H 1.4808 -8.9644 2.1598  C52 1.090
61 H 2.5228 -6.6428 1.7171  C53 1.090
62 H 4.7902 -6.3834 0.8073  C54 1.090
63 H 5.0114 -8.0749 0.9648  C54 1.090
64 H 6.3667 -7.4942 3.8049  C56 1.090
65 H 6.6534 -5.9354 2.9784  C56 1.090
66 H 6.9858 -7.5419 2.1827  C56 1.090
67 H 3.0552 -8.0513 -0.5882  N57 1.010
68 H 1.4898 -7.9644 0.1605  N57 1.010
69 C 3.2780 11.6696 9.9143  C70 1.519, H75 1.090, H76 1.090, H77 1.090
70 C 2.7617 10.2439 9.9991  C69 1.519, C71 1.592, N74 1.458, H78 1.090
71 C 2.7871 9.5950 8.5459  C70 1.592, O72 1.439, H79 1.090, H80 1.090
72 O 2.1024 8.3293 8.5592  C71 1.439, C73 1.414
73 C 1.6850 7.9731 7.2562  O72 1.414, H81 1.090, H82 1.090, H83 1.090
74 N 3.6569 9.4296 10.8120  C70 1.458, H84 1.010, H85 1.010
75 H 4.3016 11.7499 9.5482  C69 1.090
76 H 2.9509 12.3659 10.6865  C69 1.090
77 H 2.8072 11.8699 8.9519  C69 1.090
78 H 1.7504 10.2275 10.4053  C70 1.090
79 H 3.8163 9.5276 8.1933  C71 1.090
80 H 2.2523 10.2806 7.8887  C71 1.090
81 H 2.4047 8.0201 6.4390  C73 1.090
82 H 1.0744 8.7844 6.8598  C73 1.090
83 H 1.1158 7.0452 7.3134  C73 1.090
84 H 3.4636 8.4400 10.7543  N74 1.010
85 H 4.6289 9.5266 10.5554  N74 1.010
86 C 6.6380 -8.8280 -6.4777  C87 1.494, H92 1.090, H93 1.090, H94 1.090
87 C 5.2209 -8.3596 -6.5456  C86 1.494, C88 1.661, N91 1.458, H95 1.090
88 C 4.1948 -9.5798 -6.0799  C87 1.661, O89 1.461, H96 1.090, H97 1.090
89 O 4.4639 -9.9922 -4.7039  C88 1.461, C90 1.434
90 C 3.9296 -11.3025 -4.4743  O89 1.434, H98 1.090, H99 1.090, H100 1.090
91 N 5.0719 -7.1513 -5.7436  C87 1.458, H101 1.010, H102 1.010
92 H 6.8545 -9.5636 -7.2524  C86 1.090
93 H 6.7864 -9.2916 -5.5024  C86 1.090
94 H 7.3898 -8.0395 -6.4425  C86 1.090
95 H 4.9663 -8.1142 -7.5766  C87 1.090
96 H 4.4819 -10.3814 -6.7605  C88 1.090
97 H 3.1206 -9.4202 -6.1735  C88 1.090
98 H 4.5399 -12.1021 -4.8943  C90 1.090
99 H 2.9096 -11.3021 -4.8585  C90 1.090
100 H 3.8533 -11.4888 -3.4031  C90 1.090
101 H 5.5320 -7.3442 -4.8654  N91 1.010
102 H 4.1464 -6.8816 -5.4425  N91 1.010
103 C -1.3173 2.0491 -8.9498  C104 1.578, O106 1.422, H107 1.090, H108 1.090
104 C -1.3590 0.5588 -9.4657  C103 1.578, O105 1.486, H109 1.090, H110 1.090
105 O -2.5804 -0.2007 -9.0939  C104 1.486, H111 0.960
106 O -1.3276 1.9028 -7.5355  C103 1.422, H112 0.960
107 H -2.1726 2.6795 -9.1928  C103 1.090
108 H -0.4076 2.5570 -9.2703  C103 1.090
109 H -0.5262 0.0175 -9.0168  C104 1.090
110 H -1.2534 0.5091 -10.5494  C104 1.090
111 H -2.8063 0.0315 -8.1902  O105 0.960
112 H -0.6653 2.5240 -7.2241  O106 0.960
113 C -11.8398 1.1823 -2.0737  C114 1.509, O116 1.354, H117 1.090, H118 1.090
114 C -11.5161 1.2104 -0.6003  C113 1.509, O115 1.450, H119 1.090, H120 1.090
115 O -10.1989 0.7358 -0.2249  C114 1.450, H121 0.960
116 O -11.6826 -0.0989 -2.4817  C113 1.354, H122 0.960
117 H -11.1499 1.8062 -2.6418  C113 1.090
118 H -12.8177 1.6262 -2.2599  C113 1.090
119 H -12.1465 0.5008 -0.0643  C114 1.090
120 H -11.5957 2.1548 -0.0620  C114 1.090
121 H -9.9996 0.0241 -0.8375  O115 0.960
122 H -12.1865 -0.2773 -3.2790  O116 0.960
123 C -6.2686 2.7256 7.0615  C124 1.531, O126 1.414, H127 1.090, H128 1.090
124 C -5.4235 1.5843 6.4892  C123 1.531, O125 1.502, H129 1.090, H130 1.090
125 O -4.2681 1.4512 7.4400  C124 1.502, H131 0.960
126 O -5.5976 3.9628 6.9287  C123 1.414, H132 0.960
127 H -6.4901 2.7215 8.1288  C123 1.090
128 H -7.1367 2.8388 6.4120  C123 1.090
129 H -5.0140 1.7907 5.5003  C124 1.090
130 H -6.0305 0.6842 6.3916  C124 1.090
131 H -3.6035 1.0007 6.9138  O125 0.960
132 H -4.7839 3.9075 7.4350  O126 0.960
133 C -8.3392 -11.7235 -0.3233  C134 1.538, O136 1.400, H137 1.090, H138 1.090
134 C -7.5141 -10.7866 -1.2207  C133 1.538, O135 1.432, H139 1.090, H140 1.090
135 O -7.2689 -9.4334 -0.8200  C134 1.432, H141 0.960
136 O -9.7200 -11.5596 -0.4889  C133 1.400, H142 0.960
137 H -8.1164 -11.5280 0.7256  C133 1.090
138 H -8.1483 -12.7647 -0.5836  C133 1.090
139 H -8.0057 -10.6312 -2.1810  C134 1.090
140 H -6.5008 -11.1389 -1.4137  C134 1.090
141 H -6.8324 -8.9996 -1.5569  O135 0.960
142 H -10.1669 -11.9594 0.2608  O136 0.960
143 C -6.9740 -4.9325 -5.3220  C144 1.568, O146 1.401, H147 1.090, H148 1.090
144 C -8.0294 -4.9503 -6.4811  C143 1.568, O145 1.421, H149 1.090, H150 1.090
145 O -8.7190 -6.1711 -6.7133  C144 1.421, H151 0.960
146 O -6.0676 -5.9964 -5.2284  C143 1.401, H152 0.960
147 H -7.6445 -4.7151 -4.4905  C143 1.090
148 H -6.4080 -4.0036 -5.2529  C143 1.090
149 H -7.6587 -4.5910 -7.4411  C144 1.090
150 H -8.8702 -4.2991 -6.2421  C144 1.090
151 H -9.2864 -6.3769 -5.9667  O145 0.960
152 H -5.9423 -6.3878 -6.0960  O146 0.960
153 C 7.4366 0.5098 0.6283  C154 1.531, O156 1.359, H157 1.090, H158 1.090
154 C 7.5873 2.0273 0.4932  C153 1.531, O155 1.393, H159 1.090, H160 1.090
155 O 6.3434 2.6533 0.4596  C154 1.393, H161 0.960
156 O 7.0381 -0.1037 -0.5171  C153 1.359, H162 0.960
157 H 6.8405 0.3833 1.5321  C153 1.090
158 H 8.4758 0.1888 0.6995  C153 1.090
159 H 8.0031 2.1742 -0.5037  C154 1.090
160 H 8.1999 2.4531 1.2879  C154 1.090
161 H 5.8162 2.2253 -0.2189  O155 0.960
162 H 6.9649 -1.0603 -0.4852  O156 0.960
163 C 1.4347 -4.4172 7.6948  C164 1.516, O166 1.422, H167 1.090, H168 1.090
164 C 0.2775 -4.0808 6.7756  C163 1.516, O165 1.438, H169 1.090, H170 1.090
165 O 0.5142 -2.7509 6.2827  C164 1.438, H171 0.960
166 O 1.9504 -5.7176 7.4383  C163 1.422, H172 0.960
167 H 1.2601 -4.2783 8.7618  C163 1.090
168 H 2.3897 -3.9034 7.5841  C163 1.090
169 H -0.6116 -3.9838 7.3986  C164 1.090
170 H 0.1254 -4.8364 6.0049  C164 1.090
171 H 0.5567 -2.9395 5.3424  O165 0.960
172 H 2.5819 -5.5729 6.7299  O166 0.960
173 C -11.1161 -4.4172 4.1705  C174 1.566, O176 1.405, H177 1.090, H178 1.090
174 C -10.4655 -5.0670 2.9026  C173 1.566, O175 1.411, H179 1.090, H180 1.090
175 O -9.0938 -4.7586 3.0268  C174 1.411, H181 0.960
176 O -11.2652 -3.0276 4.0288  C173 1.405, H182 0.960
177 H -10.5374 -4.6055 5.0749  C173 1.090
178 H -12.0665 -4.8864 4.4249  C173 1.090
179 H -10.6964 -4.5969 1.9467  C174 1.090
180 H -10.5564 -6.1531 2.8911  C174 1.090
181 H -8.6758 -5.4300 2.4827  O175 0.960
182 H -10.4442 -2.6365 3.7213  O176 0.960

The value obtained for the molecular weight is 1031.4 g/mol. The largest force on an atom comes out at 0.083 Eh/bohr. The total energy is -97297.880 eV. The calculation puts the gap between HOMO and LUMO at 8.89 eV. Its energy relative to the best compared isomer or geometry (same formula, charge and spin) is 950.63 kJ/mol.

***

# 2
Molecular formula: C3H11N3O2
Method: DFT, ωB97M-V/def2-TZVPD

Each atom is followed by the atoms it is bonded to, with distances in Å.
Element x y z (Å)
1 C -1.1916 -0.0282 -0.5846  N2 1.462, C6 1.559, H8 1.089, H9 1.109
2 N -0.7086 1.1617 0.1142  C1 1.462, C3 1.394, H10 1.007
3 C -0.6431 1.1175 1.5058  N2 1.394, N4 1.366, O5 1.231
4 N -1.5354 0.3655 2.2153  C3 1.366, H11 1.005, H12 1.015
5 O 0.1808 1.8536 2.0496  C3 1.231
6 C -0.2256 -1.2432 -0.4372  C1 1.559, N7 1.470, H13 1.088, H14 1.096
7 N 0.7985 -1.1359 -1.4868  C6 1.470, H15 1.006, H16 1.013
8 H -1.4179 0.0437 -1.6478  C1 1.089
9 H -2.1717 -0.3293 -0.1620  C1 1.109
10 H 0.0597 1.6308 -0.3364  N2 1.007
11 H -1.4610 0.5618 3.1977  N4 1.005
12 H -2.3074 -0.0300 1.6879  N4 1.015
13 H 0.2598 -1.1600 0.5332  C6 1.088
14 H -0.7934 -2.1656 -0.6017  C6 1.096
15 H 1.4768 -1.8767 -1.4293  N7 1.006
16 H 0.5047 -0.9745 -2.4431  N7 1.013
17 H 3.6454 0.3059 -0.3663  O19 0.969
18 H 2.3020 0.9707 -0.8318  O19 0.938
19 O 3.2280 0.9324 -0.9766  H17 0.969, H18 0.938

The value obtained for the molecular weight is 121.1 g/mol. The largest force on an atom comes out at 0.044 Eh/bohr. The spin multiplicity is 2. Its expectation value of S² is 0.750. Its net charge is -1. The total energy is -11853.479 eV. The calculation puts the gap between HOMO and LUMO (alpha / beta) at 1.81 / 9.47 eV. Its energy relative to the best compared isomer or geometry (same formula, charge and spin) is 88.53 kJ/mol.

***

> The highest energy relative to the best compared isomer or geometry (same formula, charge and spin) belongs to which entry?

C40H114N6O22

***

> What is the largest force on an atom in the second record?

0.044 Eh/bohr

***

> What is the formula in the second record?

C3H11N3O2

***

> Among the records above, which one has the lowest molecular weight?

C3H11N3O2